Below is 2 unconnected molecules or ions with the total composition C4H12, with properties calculated with the ωB97M-V functional and the def2-TZVPD basis.

Summary:
Max |F| ... 1.96 eV/Å
Expectation value of S² ... 0.75
Relative energy (zero: lowest compared OMol25 entry of this formula, charge and spin) ... 0.176 eV
Energy ... -4331.0558 eV
Kohn-Sham gap (spin up / spin down) ... 13.35 / 5.26 eV
HOMO (spin up / spin down) ... -16.42 / -16.20 eV

Geometry as ORCA input:
```
! RIJCOSX wB97M-V def2-TZVPD def2/J DEFGRID3
* xyz 1 2
C 0.85 1.58 -0.31
C 2.16 0.94 -0.57
H 0.33 1.83 -1.23
H 0.13 1.04 0.44
H 0.85 2.45 0.40
H 1.96 -0.06 -0.98
H 2.79 0.88 0.32
H 2.73 1.52 -1.32
C -1.80 -0.67 0.76
C -1.18 -1.88 0.08
H -2.01 -0.90 1.80
H -1.18 0.26 0.76
H -2.73 -0.37 0.27
H -0.79 -1.70 -0.91
H -1.89 -2.72 0.16
H -0.28 -2.19 0.63
*
```